Here is an isolated molecule of C2H3NO3 at a distorted geometry from OMol25. Energies are from ωB97M-V/def2-TZVPD.

Properties
HOMO-LUMO gap (eV): 10.752
Energy relative to the best compared isomer or geometry (same formula, charge and spin) (kJ/mol): 292.8
SMILES: O=CO/C=N\O
HOMO level (eV): -9.910
E_tot (Eh): -358.418150
Multiplicity: 1
Total charge: 0

The geometry in XYZ format:
```
9
Properties=species:S:1:pos:R:3:forces:R:3:mulliken_charge:R:1
O 2.3126 -0.3158 -0.5502 0.26 -0.14 -0.20 -0.441
C 1.5629 0.5984 -0.5497 -0.42 2.00 0.39 0.238
O 0.2271 0.5401 -0.2326 0.46 0.67 -0.37 -0.238
C -0.2634 -0.6322 0.2104 0.63 -1.93 0.48 0.168
N -1.4623 -0.7730 0.5920 0.77 -0.04 -0.14 -0.410
O -2.1440 0.4184 0.4562 -0.80 0.24 0.28 -0.364
H 1.7825 1.7235 -0.7081 -0.06 -1.75 -0.06 0.300
H 0.4586 -1.4831 0.2863 -0.94 0.83 -0.15 0.373
H -2.9684 0.2321 0.9260 0.10 0.13 -0.23 0.374
```
Forces are in eV/Å.